Record 1
130
Properties=species:S:1:pos:R:3:lowdin_charge:R:1 method="wB97M-V/def2-TZVPD" relative_energy_kj_mol=2670.1 orbital_gap_ev=6.358 homo_energy_ev=-6.87
S 24.5231 -13.5984 12.0941 0.966
S 22.9085 -10.8802 8.7462 0.922
S 21.1541 -14.8756 13.0218 0.947
S 18.0187 -19.8186 8.6164 0.946
S 16.7507 -15.1410 10.8140 0.923
S 24.0125 -18.4779 5.3676 0.865
S 22.8646 -14.6439 6.0872 0.998
S 20.9324 -16.6571 9.0878 1.063
S 25.9621 -18.6603 11.7447 0.901
S 19.5297 -18.1479 12.0747 0.961
S 21.8815 -20.6875 11.3182 0.963
S 18.8193 -16.6539 5.5784 0.941
S 19.4453 -12.1548 8.2749 0.983
O 24.8194 -14.6852 13.1303 -0.592
O 16.5961 -15.4448 9.3391 -0.522
O 21.9637 -15.3728 7.0846 -0.701
O 22.8962 -19.1649 4.6123 -0.551
O 19.8755 -18.2305 13.5270 -0.508
O 18.3606 -15.4578 4.7301 -0.566
O 21.4065 -13.8641 11.8837 -0.586
O 20.4941 -12.7035 7.2717 -0.570
O 20.7051 -17.6022 10.2565 -0.804
O 23.8517 -10.2166 9.7981 -0.561
O 23.3654 -20.9399 11.0466 -0.650
O 18.1018 -20.4581 10.0295 -0.575
O 27.2937 -18.8967 10.9815 -0.607
C 19.1389 -15.8913 7.2767 -0.326
C 17.7484 -18.5826 11.9434 -0.203
C 20.2829 -15.0167 9.5810 -0.274
C 19.2708 -16.3426 11.6900 -0.334
C 21.2636 -19.2757 10.3031 -0.441
C 23.3004 -17.3007 6.6426 -0.322
C 18.5555 -10.7839 7.4501 -0.200
C 26.1467 -13.2083 11.2966 -0.231
C 17.8706 -13.6624 10.7769 -0.233
C 21.6984 -14.1677 14.7527 -0.149
C 15.2270 -14.2149 11.1348 -0.235
C 23.6875 -14.4714 10.6308 -0.344
C 19.6884 -19.1500 8.1453 -0.267
C 21.3097 -9.9423 8.8170 -0.260
C 17.0626 -18.2283 8.7242 -0.227
C 21.8868 -19.8248 12.9694 -0.227
C 21.7482 -13.5497 5.0773 -0.161
C 22.6957 -16.2136 9.1887 -0.222
C 22.3056 -16.2369 12.7613 -0.218
C 22.2140 -12.4198 9.5405 -0.310
C 24.8309 -17.2544 4.3305 -0.282
C 23.6028 -13.3866 7.2011 -0.236
C 20.5886 -16.8055 5.2433 -0.271
C 18.1282 -13.4707 8.1621 -0.278
C 25.4045 -16.8268 11.5426 -0.233
C 24.6614 -19.4409 10.6674 -0.319
H 20.8358 -19.6372 13.1892 -0.009
H 21.2195 -17.1049 6.0802 0.015
H 18.7624 -16.0954 10.7581 -0.026
H 23.6456 -19.0985 10.8650 0.002
H 22.6769 -13.7763 14.4743 0.013
H 23.1413 -16.6848 10.0648 0.040
H 20.2674 -20.0167 7.8264 0.080
H 22.8583 -15.1593 9.4124 0.003
H 21.1183 -14.3352 4.6598 0.023
H 20.2350 -18.9911 10.5248 -0.018
H 20.8512 -17.5159 4.4594 0.062
H 18.3458 -15.1675 7.4642 0.003
H 23.0443 -13.0514 9.8564 -0.031
H 18.4604 -14.3716 8.6779 -0.020
H 22.9922 -12.8095 7.8955 -0.059
H 21.3633 -8.8746 8.6040 0.071
H 23.3295 -16.3902 8.3196 0.020
H 27.0020 -13.8729 11.4182 0.056
H 17.9119 -13.6592 7.1106 0.093
H 22.8145 -18.0292 7.2915 0.065
H 20.0639 -15.5964 11.6422 -0.060
H 22.3754 -20.4889 13.6824 0.059
H 21.2890 -19.6281 9.2720 0.055
H 20.2032 -18.5504 8.8960 -0.042
H 23.2906 -15.7865 12.6387 -0.004
H 22.5604 -18.9691 13.0141 0.033
H 20.9879 -15.8452 4.9169 0.008
H 25.3419 -17.6598 3.4573 0.055
H 22.0314 -16.6978 11.8124 0.040
H 26.0494 -16.3516 10.8034 0.066
H 21.8090 -14.8481 15.5971 0.060
H 19.3977 -18.6175 7.2398 0.017
H 22.5580 -16.9793 13.5184 0.090
H 15.2494 -13.6685 12.0777 0.059
H 21.7383 -12.1902 10.4940 0.074
H 22.0999 -18.5885 10.4318 0.047
H 21.2110 -12.9012 5.7694 0.012
H 20.5720 -10.3554 8.1291 -0.060
H 17.6312 -13.0559 9.9034 -0.005
H 24.1706 -15.4359 10.4748 0.018
H 14.3592 -14.8731 11.0924 0.058
H 18.4593 -10.9281 6.3739 0.082
H 20.8255 -10.2427 9.7462 0.052
H 24.7287 -20.5180 10.5142 0.042
H 20.3684 -14.2356 8.8256 0.022
H 17.6717 -19.6263 12.2481 0.065
H 19.3268 -16.6547 8.0318 -0.039
H 25.3379 -16.4195 4.8143 0.050
H 25.5654 -16.4135 12.5382 0.027
H 18.9532 -13.7881 10.7904 0.041
H 17.0810 -17.9898 12.5689 0.064
H 17.5777 -10.6952 7.9235 0.064
H 17.6533 -17.5545 8.1036 -0.001
H 15.9883 -18.2748 8.5459 0.077
H 22.6325 -14.6637 10.8258 0.014
H 20.0469 -15.2960 7.3732 0.017
H 21.0886 -13.3025 15.0127 0.043
H 17.4924 -18.5048 10.8867 -0.018
H 24.4490 -13.8597 7.6995 0.063
H 22.2879 -13.0412 4.2784 0.068
H 17.3577 -17.8415 9.6997 -0.010
H 21.5127 -12.8376 8.8182 -0.020
H 24.8548 -19.1602 9.6321 0.060
H 23.8981 -13.7939 9.8033 0.027
H 18.9849 -9.8066 7.6703 0.046
H 24.1225 -16.8574 7.2045 0.062
H 22.6970 -16.5153 6.1874 -0.074
H 18.5525 -15.9107 12.3869 0.047
H 24.1362 -12.5970 6.6718 0.064
H 20.7684 -14.7048 10.5058 0.016
H 19.2447 -15.3435 9.6393 0.003
H 15.0447 -13.5652 10.2788 0.057
H 17.6303 -12.9808 11.5929 0.076
H 24.3480 -16.8314 11.2743 -0.014
H 17.1894 -13.1575 8.6189 0.055
H 26.2279 -12.9998 10.2298 0.053
H 24.0346 -16.6879 3.8476 0.035
H 26.5613 -12.3695 11.8556 0.043

Record 2
130
Properties=species:S:1:pos:R:3:lowdin_charge:R:1 method="wB97M-V/def2-TZVPD" relative_energy_kj_mol=25.1 orbital_gap_ev=7.997 homo_energy_ev=-8.52
S -15.6684 -10.7573 -13.0648 0.791
S -18.1866 -2.4893 -13.8033 0.770
S -11.7049 -9.5943 -20.5930 0.812
S -18.9872 -9.3082 -17.6933 0.805
S -20.0592 -7.4265 -12.9490 0.829
S -13.7777 -14.2361 -16.8509 0.769
S -14.4429 -7.6362 -15.0034 0.821
S -17.3269 -8.5194 -21.0002 0.772
S -16.3063 -4.2101 -18.0685 0.801
S -15.2515 -6.0909 -9.0287 0.819
S -12.7064 -1.6532 -15.4433 0.803
S -9.7749 -7.7077 -16.3946 0.792
S -16.2699 -12.4044 -19.0249 0.810
O -17.6273 -1.3094 -13.1429 -0.524
O -14.4940 -15.2470 -16.0451 -0.537
O -18.6197 -7.4205 -12.6112 -0.550
O -10.8813 -10.7342 -21.1017 -0.555
O -16.6543 -9.2513 -22.0825 -0.529
O -18.3726 -8.4092 -16.6712 -0.562
O -8.6450 -6.7849 -16.1791 -0.537
O -15.8534 -11.0756 -18.4945 -0.567
O -16.2307 -4.5614 -19.5075 -0.543
O -15.2259 -12.1688 -12.9784 -0.525
O -16.2482 -6.6815 -8.0992 -0.551
O -11.6601 -1.8637 -14.4188 -0.544
O -14.0614 -6.4254 -15.7913 -0.559
C -15.7246 -12.3800 -20.7350 -0.241
C -13.1175 -9.5098 -21.7095 -0.247
C -16.9397 -2.5378 -17.9603 -0.259
C -12.7520 -3.0760 -16.5217 -0.269
C -18.0193 -12.3963 -19.3985 -0.270
C -12.6012 -10.3967 -19.2363 -0.256
C -14.2723 -1.9297 -14.6149 -0.271
C -16.0181 -7.3236 -14.2640 -0.271
C -20.2313 -10.2221 -16.8017 -0.253
C -17.7602 -5.0014 -17.4020 -0.266
C -16.0954 -7.8962 -19.8945 -0.267
C -14.8455 -8.9583 -16.1192 -0.255
C -20.7735 -6.0904 -11.9756 -0.244
C -15.6362 -4.3416 -9.2546 -0.261
C -13.8754 -12.7193 -15.9051 -0.266
C -17.8147 -6.9339 -21.6829 -0.242
C -17.6962 -3.9203 -12.8216 -0.254
C -20.0730 -8.2647 -18.6826 -0.244
C -12.0266 -14.5013 -16.6795 -0.275
C -11.0449 -6.7119 -17.1451 -0.275
C -16.2942 -10.3486 -11.4457 -0.254
C -9.3384 -8.7413 -17.7875 -0.268
C -20.3060 -6.6554 -14.5463 -0.259
C -19.9384 -2.5216 -13.4015 -0.255
C -17.2875 -10.8716 -13.8500 -0.252
C -15.7878 -6.5869 -10.6571 -0.279
H -20.2643 -8.7748 -19.6294 0.050
H -16.7149 -6.0730 -10.9246 0.039
H -20.0343 -5.3030 -11.8535 0.031
H -21.0376 -8.1234 -18.1985 0.056
H -16.8465 -11.2234 -11.0987 0.065
H -16.7979 -7.0390 -14.9660 0.045
H -13.6170 -10.4775 -21.6963 0.039
H -13.9285 -9.4460 -16.4258 0.036
H -17.9159 -3.7267 -11.7744 0.060
H -16.4905 -7.2476 -19.1081 0.038
H -18.2561 -4.7530 -13.2490 0.018
H -15.4839 -10.1464 -10.7500 0.058
H -21.6879 -5.7427 -12.4549 0.056
H -19.7586 -5.7112 -14.6057 0.036
H -18.4886 -7.1182 -22.5147 0.054
H -13.6170 -2.9748 -17.1858 0.030
H -16.9734 -9.4945 -11.5097 0.038
H -21.3638 -6.4897 -14.7458 0.063
H -15.1028 -6.1893 -11.4147 0.052
H -15.4887 -9.6539 -15.5791 0.012
H -13.3280 -11.1106 -19.6027 0.024
H -11.8622 -3.1310 -17.1428 0.055
H -9.0443 -8.1807 -18.6707 0.064
H -16.9086 -6.4342 -22.0269 0.064
H -10.6183 -6.0929 -17.9354 0.065
H -11.4765 -13.9390 -17.4397 0.052
H -15.0472 -1.4634 -15.2255 0.039
H -15.4892 -8.6152 -16.9249 0.043
H -15.6410 -8.7437 -19.3785 0.025
H -17.8487 -9.9373 -13.8232 0.037
H -19.5229 -7.3511 -18.8917 0.031
H -16.7155 -4.2148 -9.2147 0.055
H -10.1194 -9.4822 -17.9595 0.019
H -19.6746 -10.9876 -16.2547 0.047
H -18.2682 -11.4472 -19.8874 0.040
H -18.2092 -13.1698 -20.1410 0.055
H -11.8067 -15.5463 -16.9001 0.054
H -18.5185 -5.0559 -18.1963 0.060
H -20.4722 -3.2305 -14.0341 0.043
H -11.3133 -6.0035 -16.3602 0.033
H -18.6535 -12.5059 -18.5232 0.041
H -17.5782 -6.0598 -17.2003 0.018
H -13.2860 -12.8045 -14.9930 0.057
H -13.5112 -11.8821 -16.5024 0.035
H -11.8330 -10.8024 -18.5820 0.037
H -21.0254 -6.4949 -10.9964 0.054
H -18.1633 -4.4773 -16.5371 0.038
H -14.5427 -2.9734 -14.4386 0.049
H -16.2761 -13.0944 -21.3444 0.060
H -19.8856 -7.3235 -15.2975 0.010
H -11.9513 -7.2556 -17.4012 0.037
H -14.9236 -12.6021 -15.6478 0.034
H -13.8244 -8.7177 -21.4880 0.031
H -16.3982 -8.2530 -13.8409 0.004
H -18.2547 -6.3148 -20.9014 0.041
H -17.9328 -2.4484 -18.4072 0.062
H -15.1492 -4.0479 -10.1845 0.050
H -15.9017 -6.6013 -13.4631 0.024
H -20.9418 -10.7348 -17.4498 0.065
H -14.1414 -1.4313 -13.6574 0.054
H -12.6957 -9.3924 -22.7078 0.059
H -16.2643 -1.8586 -18.4733 0.057
H -17.0275 -2.3077 -16.8956 0.027
H -15.8678 -7.6659 -10.6923 0.028
H -17.8033 -11.6741 -13.3190 0.065
H -20.0972 -2.7775 -12.3531 0.053
H -20.2760 -1.5001 -13.5657 0.055
H -14.6647 -12.6219 -20.7407 0.046
H -16.6281 -4.0273 -13.0015 0.043
H -8.4880 -9.3238 -17.4264 0.052
H -15.9313 -11.3764 -21.1152 0.034
H -15.3184 -7.3116 -20.3886 0.064
H -12.9096 -3.9951 -15.9551 0.037
H -17.1183 -11.2089 -14.8738 0.043
H -13.1073 -9.6141 -18.6598 0.036
H -11.6247 -14.2562 -15.6956 0.057
H -20.7297 -9.6116 -16.0477 0.055
H -15.1638 -3.7902 -8.4438 0.047

Record 3
139
Properties=species:S:1:pos:R:3:lowdin_charge:R:1 method="wB97M-V/def2-TZVPD" orbital_gap_ev=7.624 homo_energy_ev=-7.30 smiles="COCCNCCOC.COCCNCCOC.COCCNCCOC.NC(N)=O.NC(N)=O.NC(N)=O.NC(N)=O.NC(N)=O.NC(N)=O.NC(N)=O.NC(N)=O.O"
O -2.8653 -0.4885 7.7437 -0.211
O 3.9256 -3.3318 0.7379 -0.178
O -0.5343 2.9186 2.7016 0.078
O 0.9081 4.3167 0.5869 0.026
O 0.4910 2.9735 -4.4002 -0.216
O 1.6771 0.4008 4.4860 0.008
O 3.1135 1.1809 -3.7826 -0.057
O -2.3550 -1.0437 1.1230 -0.250
O 4.0272 -6.6809 -3.0585 -0.174
O 3.9958 3.0289 0.7389 0.042
O -0.5057 -3.7940 3.3365 -0.040
O -0.4560 -1.0616 -2.6409 0.047
O 1.3202 1.0588 1.3092 0.073
O 2.9185 3.6524 -2.4041 0.002
O -5.8932 1.4112 -3.3347 -0.205
N 5.1062 2.4387 -1.0752 0.179
N -1.5695 -3.6847 1.3390 0.191
N 1.0493 -2.1899 -3.6696 0.190
N 0.1393 -0.0114 -0.1433 0.179
N 6.1104 2.3647 0.8937 0.161
N -0.6704 5.8318 0.4954 0.156
N -2.3779 3.6153 1.6636 0.161
N 3.8334 5.5985 -3.0667 0.190
N 0.7428 -1.1118 3.1123 0.181
N -2.9546 2.8676 -3.2532 -0.071
N 1.2477 1.6430 -0.8575 0.213
N 0.3384 -0.6186 -4.7609 0.163
N 0.0006 4.9015 -1.4456 0.198
N -2.9672 -1.6955 4.1402 -0.054
N 2.2469 -4.4483 -1.5726 -0.084
N 2.9600 5.4122 -1.1384 0.208
N 0.9387 -1.5802 5.1840 0.161
N -1.2031 -5.6330 2.1875 0.180
N -2.5560 2.9755 3.6861 0.151
C 5.0105 -7.6052 -2.6702 -0.145
C -3.7713 0.2946 8.5728 -0.102
C 2.5256 -3.4619 0.8222 -0.179
C -7.2562 1.7377 -3.5628 -0.106
C 1.9879 -4.5879 -0.1309 -0.175
C 1.2243 -0.7378 4.2715 -0.778
C -2.8648 -0.3971 3.5223 -0.216
C 4.6772 -4.0421 1.6368 -0.138
C 3.2091 4.8145 -2.2481 -0.779
C 1.8764 -5.5896 -2.4056 -0.194
C -1.5525 2.5298 -3.4087 -0.213
C 2.8588 -6.7679 -2.1887 -0.189
C -3.5717 -1.0891 6.5994 -0.165
C 0.9784 0.9309 0.1703 -0.784
C -3.5946 1.9372 -2.3104 -0.169
C 1.2321 3.6541 -5.4087 -0.083
C 5.0342 2.6418 0.2163 -0.774
C -5.1777 2.1132 -2.3256 -0.195
C -2.8873 -1.2568 -0.1864 -0.097
C -3.2340 -0.3155 1.9947 -0.147
C -1.7452 3.0842 2.6459 -0.787
C -0.7960 3.4702 -4.3495 -0.262
C 0.1947 -1.2716 -3.6233 -0.774
C 0.1401 4.9823 -0.1419 -0.714
C -1.0816 -4.3709 2.3497 -0.703
C -2.5049 -1.6540 5.5294 -0.175
H -2.4082 -2.2880 3.5431 0.067
H -0.1147 0.2558 -4.9850 0.095
H -3.9137 1.2822 8.1340 0.077
H -3.4332 0.3989 4.0033 0.095
H 3.0946 -6.8180 -1.1257 0.104
H 0.8353 -5.8059 -2.1657 0.113
H -0.0323 -0.6523 0.6182 0.080
H 2.0149 -2.5399 0.5443 0.114
H -1.5029 -2.6771 1.3581 0.069
H 1.1162 4.7322 -5.2976 0.084
H -1.4982 1.5610 -3.9052 0.102
H 0.2286 -1.9809 3.0949 0.047
H -5.4661 1.7355 -1.3446 0.106
H 0.8956 1.3510 -1.7579 0.093
H 0.9911 -1.2985 6.1525 0.125
H -7.7803 1.0376 -4.2134 0.090
H 5.7511 -4.0048 1.4542 0.089
H 0.9055 -4.5070 -0.0318 0.096
H 6.8097 1.8128 0.4177 0.104
H -4.1402 -1.9171 7.0226 0.105
H 2.7182 1.9355 -3.3462 -0.032
H -1.5689 -1.1272 5.7153 0.096
H 4.0699 6.4966 -2.6697 0.112
H -4.2830 -0.4388 6.0901 0.100
H -0.9471 2.5140 -2.5024 0.106
H 2.3494 4.8829 -0.5324 0.069
H -0.7176 4.4610 -3.9020 0.101
H -3.3133 0.9656 -2.7167 0.109
H -1.8124 3.6758 0.8289 0.093
H -3.2642 2.1697 -1.2980 0.109
H 0.6682 -2.4918 4.8436 0.085
H -0.1954 -0.2152 -1.0741 0.044
H 4.3543 -5.0765 1.7546 0.083
H -1.8386 -0.0819 3.7109 0.107
H -3.0410 -0.3912 -0.8307 0.066
H 1.7952 2.4858 -0.7569 0.072
H 1.2097 -2.8494 -2.9216 0.095
H -4.7555 -0.1658 8.6593 0.076
H -2.0744 2.5332 4.4558 0.116
H -7.6694 1.9041 -2.5679 0.081
H 0.6809 -0.3917 2.4068 0.060
H 5.4174 -7.4671 -1.6684 0.085
H 2.2198 -3.5527 1.8644 0.114
H 4.5487 -3.5608 2.6063 0.090
H -4.2732 -0.6428 1.9639 0.120
H 2.2657 -7.6176 -2.5269 0.115
H -0.5951 6.0311 1.4826 0.126
H 1.8494 -5.3747 -3.4738 0.110
H 2.3101 3.5434 -5.2915 0.085
H -1.1660 -6.1845 3.0328 0.129
H -3.5513 3.1470 3.6768 0.103
H 5.8667 -7.5573 -3.3430 0.084
H -2.3721 -2.7067 5.7792 0.109
H 2.4041 0.8071 -4.3053 -0.006
H -1.2828 3.5719 -5.3195 0.126
H -3.3631 2.8136 -4.1753 0.111
H -1.9177 -4.1043 0.4889 0.115
H -2.1833 -1.9670 -0.6201 0.074
H 4.7516 -8.6591 -2.7714 0.082
H -5.4424 3.1695 -2.3725 0.116
H 3.1881 -4.1163 -1.7276 0.116
H -7.4137 2.7262 -3.9944 0.077
H 0.7304 3.3573 -6.3298 0.092
H 6.0546 2.6406 1.8636 0.122
H 4.2561 5.3113 -3.9379 0.125
H -3.3827 3.5843 1.5660 0.107
H 1.5669 -2.3526 -4.5214 0.120
H 0.5634 4.1747 -1.8641 0.083
H 4.3252 2.9169 -1.5012 0.059
H -1.5730 -6.0748 1.3580 0.121
H 0.9294 -0.9703 -5.5005 0.112
H -3.2953 0.4002 9.5477 0.082
H -0.5664 5.5353 -1.9905 0.114
H 5.9301 2.0405 -1.5028 0.109
H 2.3659 -5.5532 0.2058 0.093
H 3.1190 6.4086 -1.0927 0.127
H -1.1254 6.5141 -0.0942 0.098
H -3.0735 0.6999 1.6321 0.107
H -3.8970 -1.6644 -0.2381 0.088